1.
{"formula": "C31H46ClN6O2Si", "method": "the ωB97M-V functional and the def2-TZVPD basis", "species": ["C", "Si", "C", "C", "C", "C", "C", "C", "C", "C", "C", "N", "Cl", "C", "N", "C", "C", "N", "N", "C", "C", "C", "O", "N", "C", "C", "C", "O", "N", "C", "C", "C", "C", "C", "C", "C", "C", "C", "C", "C", "C", "H", "H", "H", "H", "H", "H", "H", "H", "H", "H", "H", "H", "H", "H", "H", "H", "H", "H", "H", "H", "H", "H", "H", "H", "H", "H", "H", "H", "H", "H", "H", "H", "H", "H", "H", "H", "H", "H", "H", "H", "H", "H", "H", "H", "H", "H"], "coordinates": [[8.7166, -0.5223, 2.3008], [7.3172, -0.5439, 1.0560], [6.4287, -2.1874, 1.2347], [6.1788, 0.9340, 1.2995], [4.6854, 0.6546, 1.0075], [4.0038, 1.7284, 0.1457], [2.5387, 1.9599, 0.5074], [1.9533, 3.2060, -0.1576], [0.4602, 3.1112, -0.4756], [0.1613, 2.0894, -1.5722], [-1.1780, 2.3110, -2.2448], [-2.3149, 2.2240, -1.3060], [-3.1023, 3.6624, -0.9209], [-2.7070, 1.0323, -0.8323], [-2.0978, -0.0996, -1.2234], [-2.7303, -1.0757, -0.5893], [-2.3304, -2.5031, -0.7776], [-2.3981, -2.9241, -2.1791], [-3.7123, -0.6098, 0.1794], [-4.6461, -1.3343, 1.0134], [-4.2712, -1.2502, 2.5098], [-2.9847, -1.7962, 2.9433], [-3.3114, -0.3122, 2.8469], [-3.7071, 0.7667, 0.0417], [-4.6819, 1.5879, 0.7501], [-5.9540, 1.8729, -0.0727], [-7.2136, 1.5594, 0.7086], [-7.3177, 1.8303, 1.8804], [-8.2322, 0.9346, -0.0618], [-8.1394, -0.5081, 0.0065], [-8.2234, -1.1777, 1.2217], [-8.1067, -2.5558, 1.2542], [-7.9120, -3.2684, 0.0797], [-7.8362, -2.5974, -1.1308], [-7.9538, -1.2167, -1.1673], [8.1138, -0.5189, -0.6467], [8.6194, -1.7052, -1.1825], [9.2415, -1.7299, -2.4215], [9.3743, -0.5587, -3.1557], [8.8888, 0.6322, -2.6414], [8.2590, 0.6464, -1.4048], [9.2546, 0.4251, 2.2640], [9.4253, -1.3072, 2.0320], [8.3764, -0.7085, 3.3191], [5.7529, -2.2221, 2.0889], [7.1879, -2.9546, 1.4022], [5.8850, -2.4741, 0.3347], [6.3139, 1.3180, 2.3104], [6.5198, 1.7187, 0.6210], [4.1556, 0.5946, 1.9605], [4.5730, -0.3204, 0.5316], [4.5647, 2.6628, 0.2050], [4.0485, 1.4031, -0.8977], [2.4732, 2.0557, 1.5945], [1.9745, 1.0623, 0.2410], [2.1439, 4.0782, 0.4669], [2.4767, 3.3745, -1.1037], [0.1214, 4.1004, -0.7932], [-0.0758, 2.8382, 0.4379], [0.2121, 1.0802, -1.1650], [0.9324, 2.1438, -2.3439], [-1.2115, 3.3182, -2.6556], [-1.3557, 1.6290, -3.0752], [-2.9197, -3.1743, -0.1585], [-1.2959, -2.5782, -0.4337], [-3.2226, -3.4864, -2.3403], [-2.4494, -2.1279, -2.8009], [-4.6545, -2.3676, 0.6862], [-5.6346, -0.9030, 0.8859], [-5.1179, -1.3802, 3.1903], [-2.8331, -1.9466, 4.0004], [-2.1820, -1.9497, 2.2378], [-4.1960, 2.4967, 1.0767], [-4.9568, 1.0703, 1.6631], [-5.9888, 2.9057, -0.4147], [-5.9518, 1.2564, -0.9738], [-9.1327, 1.2497, 0.2875], [-8.3799, -0.6245, 2.1381], [-8.1771, -3.0860, 2.1938], [-7.8417, -4.3464, 0.1132], [-7.7101, -3.1552, -2.0479], [-7.9086, -0.6873, -2.1086], [8.5469, -2.6341, -0.6299], [9.6261, -2.6568, -2.8250], [9.8630, -0.5708, -4.1199], [9.0057, 1.5484, -3.2033], [7.8841, 1.5841, -1.0150]], "total_charge": 1, "e_lumo_ev": -2.367, "homo_lumo_gap_ev": 8.015, "max_force_ev_per_a": 2.8, "smiles": "C[Si](C)(CCCCCCCCN(Cl)c1nc(CN)n(C[C@H]2CO2)[n+]1CCC(=O)Nc1ccccc1)c1ccccc1"}

2.
{"formula": "C19H26BHfN7", "method": "the ωB97M-V functional and the def2-TZVPD basis", "species": ["H", "N", "B", "N", "C", "Hf", "H", "C", "H", "C", "H", "C", "H", "H", "H", "N", "N", "N", "N", "C", "C", "H", "H", "C", "C", "C", "C", "H", "H", "H", "H", "H", "C", "N", "C", "C", "C", "C", "C", "C", "C", "C", "H", "H", "H", "H", "H", "H", "H", "H", "H", "H", "H", "H"], "coordinates": [[-0.2805, 2.8791, 0.9865], [0.1149, 1.6116, -0.6634], [0.7158, 0.6502, -2.9450], [0.6152, 1.8407, -1.9327], [0.8740, 3.1485, -2.0877], [-0.6406, -0.5664, -0.1809], [1.2648, 3.5111, -3.0272], [0.5469, 3.7968, -0.8992], [0.6260, 4.8456, -0.6879], [0.0815, 2.8020, -0.0314], [1.1517, 1.0255, -3.9974], [-1.4886, -2.3613, 0.5649], [-1.6531, -2.5486, 1.6278], [-0.4012, -2.5208, 0.3377], [-2.0847, -3.0326, -0.0543], [-0.7315, 0.0760, -3.0839], [1.6255, -0.4573, -2.3138], [-1.4471, -0.4124, -1.9667], [1.3012, -1.0769, -1.1018], [-1.5074, -0.0035, -4.1631], [2.7777, -0.9609, -2.7769], [-1.1255, 0.3292, -5.1218], [3.1764, -0.6061, -3.7168], [-2.7461, -0.5408, -3.8060], [3.2455, -1.9141, -1.8740], [-2.6883, -0.7867, -2.4423], [2.3105, -1.9560, -0.8352], [-3.5791, -0.7250, -4.4650], [4.1422, -2.4974, -1.9660], [-3.4283, -1.2019, -1.7695], [2.3058, -2.5555, 0.0673], [-2.1132, -1.0880, 0.3695], [2.3465, 1.0090, 4.8316], [1.7482, -0.1790, 4.3080], [1.7888, -1.3717, 5.0950], [1.0667, -0.1608, 3.0278], [-0.3707, 0.3489, 3.0610], [-0.9978, 0.6420, 4.2900], [-2.2995, 1.1574, 4.3165], [-2.9613, 1.4287, 3.1193], [-2.3231, 1.1470, 1.8867], [-1.0874, 0.5187, 1.8810], [3.1486, 0.7226, 5.5272], [1.6168, 1.6282, 5.3849], [2.7542, 1.6171, 4.0101], [0.8814, -1.4822, 5.7179], [1.8546, -2.2509, 4.4367], [2.6605, -1.3292, 5.7635], [1.6706, 0.4750, 2.3476], [1.1091, -1.1929, 2.6242], [-0.4507, 0.4607, 5.2188], [-2.7800, 1.3467, 5.2775], [-3.9662, 1.8530, 3.1223], [-2.8321, 1.4039, 0.9512]], "total_charge": 2, "e_lumo_ev": -8.879, "homo_lumo_gap_ev": 3.735, "max_force_ev_per_a": 13.3}